Record 1
143
Properties=species:S:1:pos:R:3:forces:R:3:lowdin_charge:R:1 method="wB97M-V/def2-TZVPD" charge=-1 mol_weight_g_mol=823.6 orbital_gap_ev=8.4 lumo_energy_ev=2.5 e_homo_ha=-0.218 fmax_ha_per_bohr=0.069 de_lowest_kj_mol=0.0 spin_multiplicity=1
Cl -0.33780 -0.88702 0.25856 -0.217 -0.961 0.635 0.59
O 1.02709 -0.66804 0.65251 0.686 0.623 -0.653 -0.34
O -0.93299 -1.76920 1.17429 -0.768 -2.618 2.286 -0.36
O -1.14263 0.27199 0.35567 0.050 2.128 -1.289 -0.33
O -0.40177 -1.54967 -1.01819 0.419 0.774 -1.210 -0.35
C 5.51234 -0.00725 -3.00326 0.030 0.269 -0.049 -0.02
C 4.17997 0.78133 -2.77852 0.092 -0.950 -0.177 -0.49
C 4.16813 2.05375 -3.63679 1.112 -0.264 -0.790 -0.14
C 3.76554 1.85683 -5.09344 0.462 -0.001 0.298 -0.19
C 2.50734 1.05625 -5.17685 -0.128 0.667 -0.482 -0.16
C 2.50933 -0.26629 -4.42495 -0.344 -1.650 0.596 -0.47
N 2.99684 -0.05503 -3.05372 -0.906 1.314 0.335 -0.08
O 2.82982 -1.18204 -2.16645 0.967 0.739 -1.191 -0.01
C 1.01307 -0.69854 -4.37837 0.058 -0.227 0.463 -0.03
C 3.32876 -1.41960 -5.11036 -0.740 0.508 -0.657 -0.02
C 4.14747 1.26349 -1.33720 0.490 -0.192 0.453 -0.03
H 6.37479 0.57623 -2.68099 -0.043 0.083 0.516 0.08
H 5.78593 -0.24103 -4.03213 -0.611 0.000 -0.266 0.07
H 5.48649 -0.95410 -2.46390 0.046 0.038 0.047 0.07
H 3.67094 2.89919 -3.16125 -0.589 -0.293 -0.016 0.11
H 5.21273 2.36277 -3.67435 0.222 0.190 0.255 0.11
H 4.50993 1.34339 -5.70201 0.543 -0.040 0.324 0.10
H 3.66804 2.84351 -5.54629 -0.264 0.013 -0.158 0.11
H 2.31741 0.88939 -6.23712 -0.345 -0.345 -0.043 0.12
H 1.72901 1.72749 -4.81388 -0.458 -0.402 0.229 0.12
H 0.58781 -0.69813 -5.38199 0.100 -0.031 -0.097 0.08
H 0.83161 -1.67401 -3.92712 0.433 -0.256 -0.177 0.07
H 0.39215 -0.05611 -3.75400 0.266 0.487 -0.046 0.08
H 2.77359 -1.82771 -5.95495 -0.283 0.085 -0.154 0.07
H 4.26272 -1.08085 -5.55877 0.235 0.013 0.413 0.06
H 3.46038 -2.27425 -4.44675 0.236 0.313 0.270 0.08
H 4.83423 2.10658 -1.26208 0.037 0.137 0.110 0.09
H 4.53419 0.51226 -0.64857 -0.183 -0.120 0.107 0.07
H 3.16453 1.58731 -0.99503 -0.076 -0.084 -0.216 0.08
H 2.09439 -0.89905 -1.61814 -0.382 -0.035 0.364 0.07
C 4.01137 -3.10577 0.22341 -0.137 -0.740 -0.749 -0.17
O 5.12984 -2.30381 -0.00672 0.948 0.662 0.053 -0.12
H 4.35458 -4.05917 0.62506 -0.119 0.145 0.555 0.08
H 3.27886 -2.58006 0.83591 -0.256 -0.337 0.107 0.07
H 3.61084 -3.37863 -0.75292 -0.628 0.029 0.086 0.07
H 4.85027 -1.67114 -0.67242 0.036 0.221 -0.086 0.02
C 1.05582 -4.63948 -1.75446 1.960 -0.513 -0.459 -0.08
C 0.47146 -5.49319 -0.63298 0.527 1.607 -1.570 -0.40
C 1.39839 -5.61105 0.55768 -0.087 -0.035 0.428 -0.21
O 2.53908 -6.38482 0.23742 0.218 -1.058 -0.162 -0.19
C 3.14086 -6.92198 1.40954 0.252 1.259 -0.143 -0.11
N -0.78930 -4.76893 -0.38973 -0.648 -0.957 1.030 0.05
H 1.92643 -5.08257 -2.23800 0.213 -0.324 -0.072 0.07
H 1.44705 -3.70052 -1.36281 -0.510 0.283 -0.040 0.06
H 0.32950 -4.48515 -2.55243 -0.023 0.176 0.110 0.08
H 0.39496 -6.50401 -1.03362 -0.840 -0.173 0.211 0.13
H 0.87301 -6.12253 1.36420 -0.307 0.124 0.246 0.12
H 1.76952 -4.65275 0.92107 -0.351 0.425 0.092 0.12
H 2.43499 -7.44060 2.05830 -0.106 -0.405 -0.218 0.08
H 3.51768 -6.08424 1.99630 0.077 0.228 0.355 0.08
H 4.03279 -7.50171 1.17186 -0.394 -0.290 -0.339 0.09
H -0.58859 -3.88226 0.05030 0.259 0.150 0.748 0.03
H -1.08619 -4.40654 -1.28451 -0.329 -0.392 -0.200 0.05
C 0.45354 3.32590 -1.31478 0.881 -0.042 -0.147 -0.04
C 0.48718 3.58505 0.19888 -2.325 -0.151 -0.238 -0.36
C 0.95350 4.92716 0.75862 -0.519 -0.340 -0.529 -0.18
O 0.08616 5.99539 0.33678 0.740 -0.245 0.713 -0.22
C 0.23337 7.18427 1.11352 0.453 -0.613 -1.151 -0.11
N -0.89218 3.32790 0.72415 0.300 0.013 0.397 0.08
H -0.01217 4.06235 -1.96964 0.077 0.421 0.359 0.08
H -0.08868 2.40336 -1.52218 -0.025 -0.154 0.299 0.07
H 1.47233 3.12008 -1.64311 0.197 0.219 -0.409 0.05
H 1.11403 2.81048 0.64068 0.134 0.122 0.145 0.12
H 1.98353 5.11578 0.45604 0.217 0.222 -0.010 0.12
H 0.89088 4.81434 1.84095 0.100 0.113 0.169 0.11
H -0.52283 7.82909 0.66578 -0.094 0.313 0.785 0.08
H 1.20826 7.64972 0.96846 0.315 0.107 -0.459 0.07
H 0.22851 7.02446 2.19173 -0.869 -0.181 0.133 0.09
H -1.56850 4.03247 0.46672 0.515 0.501 -0.215 0.02
H -1.25657 2.52478 0.23188 0.182 -0.497 0.257 0.02
C -3.73197 0.66832 3.61359 0.194 -0.296 0.048 -0.06
C -2.72784 -0.03565 4.55747 0.845 -0.520 -1.599 -0.40
C -3.12838 -1.49797 4.82421 -0.908 0.364 1.673 -0.20
O -2.23539 -2.14318 5.74733 -0.802 -0.412 0.178 -0.21
C -2.84495 -3.21634 6.52943 1.216 1.349 -0.754 -0.09
N -1.40134 0.05819 3.92963 -0.095 0.034 -0.021 0.06
H -4.73496 0.79675 4.02054 0.064 0.086 0.283 0.07
H -3.88357 0.14293 2.67067 0.204 -0.449 0.154 0.04
H -3.33827 1.62818 3.27931 0.037 0.112 0.434 0.07
H -2.61812 0.53339 5.48064 -0.433 -0.293 0.324 0.13
H -3.33522 -2.14524 3.97194 0.464 0.275 -0.542 0.12
H -4.08047 -1.41545 5.34844 -0.541 -0.101 0.121 0.10
H -3.08711 -4.07980 5.90983 0.227 -0.152 -0.045 0.08
H -3.75189 -2.92958 7.06172 -0.105 0.427 -0.059 0.07
H -2.04764 -3.39017 7.25204 -0.282 -0.630 0.048 0.08
H -0.72931 -0.52346 4.40936 0.063 0.069 0.441 0.05
H -1.42097 -0.35092 3.00640 -0.179 0.093 -0.452 0.03
C -5.39203 2.08847 -1.41300 0.024 0.321 -1.086 -0.08
C -4.22773 2.42487 -0.53038 -0.486 -0.673 0.139 -0.43
C -4.10624 3.87714 -0.08118 0.497 0.784 0.458 -0.20
O -3.23273 4.61227 -0.95628 0.567 1.754 0.017 -0.22
C -2.80796 5.98679 -0.48594 -0.368 -2.077 -0.153 -0.05
N -4.37155 1.49980 0.60711 0.705 0.827 0.439 0.05
H -5.41744 2.77976 -2.25536 -0.298 0.088 -0.119 0.08
H -6.34777 2.06810 -0.88932 0.036 0.105 0.081 0.08
H -5.16491 1.10315 -1.82003 -0.406 -0.093 -0.042 0.05
H -3.35186 2.14052 -1.11356 0.481 0.435 -0.035 0.13
H -3.73552 3.88928 0.94377 0.539 -0.112 0.200 0.11
H -5.04993 4.41131 0.02935 -0.519 -0.157 -0.440 0.12
H -1.97525 6.39837 -1.05629 -0.132 -0.728 -0.645 0.07
H -2.34974 5.84637 0.49305 -0.588 0.361 0.347 0.07
H -3.61015 6.72162 -0.55391 -0.339 -0.277 0.391 0.08
H -3.45126 1.46491 1.02179 0.305 0.233 0.693 0.04
H -4.38090 0.56954 0.21389 -0.392 -0.297 -0.475 0.01
C -4.54568 -2.33591 0.74499 -0.090 -0.294 0.160 -0.06
C -4.58114 -2.20198 -0.77009 -2.220 0.821 0.482 -0.39
C -6.06214 -1.95245 -1.30092 2.050 -0.332 0.446 -0.17
O -6.03347 -1.97530 -2.72970 0.125 -0.154 0.212 -0.19
C -7.31082 -2.22087 -3.24436 -0.485 0.390 -0.384 -0.14
N -3.82974 -0.97538 -1.06714 0.283 -1.580 -0.706 0.06
H -4.67645 -1.37905 1.25038 -0.492 0.076 -0.173 0.06
H -3.56279 -2.65198 1.09448 0.094 -0.296 -0.198 0.07
H -5.29604 -3.05604 1.07129 0.023 -0.021 0.273 0.08
H -4.18537 -3.11750 -1.20975 0.080 -0.019 -0.320 0.13
H -6.31174 -0.96846 -0.90399 -0.363 0.253 -0.198 0.12
H -6.77482 -2.68024 -0.91295 0.020 -0.268 -0.007 0.11
H -7.97456 -1.39656 -2.98345 -0.415 -0.107 0.455 0.09
H -7.69054 -3.19125 -2.92455 -0.228 -0.015 0.330 0.08
H -7.37265 -2.22953 -4.33257 0.829 -0.030 -0.134 0.08
H -2.90829 -1.28209 -0.78972 0.797 0.739 0.189 0.05
H -3.76084 -0.98770 -2.07472 0.101 0.542 -0.511 0.09
C 4.21641 -0.75932 3.36190 -0.396 -0.164 -0.154 -0.05
C 3.32631 0.47725 3.54581 -0.642 0.828 -0.513 -0.39
C 3.43309 1.54198 2.39951 -0.808 -0.073 -0.296 -0.17
O 2.69864 2.76917 2.62254 0.925 0.453 0.787 -0.21
C 3.37734 3.81917 3.37221 -0.276 -1.494 -0.519 -0.08
N 1.91034 0.09484 3.69039 0.310 0.114 -0.063 0.05
H 4.13538 -1.15934 2.35120 0.443 0.508 -0.431 0.05
H 3.76220 -1.60247 3.88238 0.116 0.164 0.693 0.07
H 5.25447 -0.65908 3.67893 0.027 0.094 -0.216 0.07
H 3.57030 1.07959 4.42088 0.260 -0.410 0.461 0.12
H 2.98378 1.16596 1.48035 -0.356 -0.400 0.115 0.10
H 4.45297 1.73746 2.06823 0.483 0.222 0.564 0.12
H 3.50275 3.56946 4.42578 -0.065 -0.238 0.153 0.07
H 2.77790 4.72876 3.33478 -0.009 -0.150 -0.319 0.07
H 4.37191 3.96654 2.95120 0.104 0.286 -0.119 0.08
H 1.79213 -0.51562 4.48629 0.172 0.124 0.474 0.06
H 1.64652 -0.50979 2.92558 -0.175 0.179 -0.646 0.04

***

Record 2
141
Properties=species:S:1:pos:R:3:forces:R:3:lowdin_charge:R:1 method="wB97M-V/def2-TZVPD" mol_weight_g_mol=776.1 orbital_gap_ev=6.0 lumo_energy_ev=0.0 e_homo_ha=-0.223 fmax_ha_per_bohr=0.367 de_lowest_kj_mol=5754.1 spin_multiplicity=1
C 1.16557 -7.48307 -2.80692 -0.411 0.914 0.468 -0.11
O 1.80830 -6.23597 -2.74738 -0.134 1.959 -0.210 -0.21
C 1.65754 -5.40453 -1.56972 -0.376 -0.226 0.441 -0.17
C 0.27125 -4.77953 -1.21450 -0.105 0.250 -1.321 -0.16
N 0.32521 -3.48451 -0.50947 -5.317 -2.623 0.339 0.00
C -0.89864 -2.68095 -0.74243 -1.711 -0.699 1.104 -0.13
C -1.07857 -1.36335 0.10251 4.970 -8.331 3.797 -0.19
O -1.60587 -1.73973 1.38002 -0.478 -1.827 -1.050 -0.10
C -1.57959 -0.74277 2.31902 0.684 0.567 1.195 -0.14
H 1.53451 -7.96122 -1.89954 -0.450 -1.223 -0.342 0.09
H 1.33894 -7.92522 -3.78802 0.966 -0.308 0.351 0.09
H 0.08071 -7.39159 -2.85999 -0.359 0.115 0.769 0.08
H 2.39465 -4.60964 -1.68344 -0.130 -0.270 -0.346 0.09
H 1.91160 -5.96009 -0.66700 0.564 -0.420 0.005 0.12
H -0.32793 -5.52764 -0.69546 0.000 0.095 0.519 0.11
H -0.24695 -4.68092 -2.16836 -0.217 0.157 -0.261 0.08
H 1.07388 -2.86459 -0.78387 -2.360 -2.402 -0.398 -0.11
H -1.77585 -3.30034 -0.55547 -0.251 -0.073 0.015 0.13
H -0.86931 -2.44915 -1.80709 -1.343 -0.426 0.418 0.08
H -1.71859 -0.59440 -0.33014 0.700 -15.210 7.621 -0.12
H -0.06716 -0.96332 0.17416 -1.754 -3.112 2.256 0.09
H -2.18012 0.11071 2.00430 1.679 -2.956 1.778 0.02
H -0.55106 -0.39802 2.42564 0.086 -0.191 0.485 0.08
H -1.98778 -1.07042 3.27512 0.254 -0.549 0.091 0.12
C -2.68807 -0.09207 -0.84784 -8.070 3.028 -3.499 -0.06
O -3.48193 0.89384 -0.26822 -1.391 -0.910 1.025 -0.14
C -3.60400 0.91536 1.13981 -2.576 -0.622 2.091 -0.18
C -4.31644 -0.26982 1.84674 0.798 -0.345 -1.342 -0.19
N -5.63093 -0.63526 1.36402 -0.699 -0.008 0.718 -0.04
C -6.58528 0.34599 1.83124 -0.626 1.434 -0.656 -0.23
C -8.04313 0.17544 1.37221 1.146 1.005 1.102 -0.22
O -8.18556 0.43426 -0.00984 -0.420 -0.190 0.415 -0.18
C -8.28505 -0.72667 -0.78200 0.203 -0.050 -0.731 -0.13
H -2.71543 0.00873 -1.93283 -0.787 0.235 -0.021 0.13
H -3.13273 -1.06774 -0.65171 -0.039 -0.172 0.196 0.16
H -1.62789 -0.05698 -0.59707 -0.329 14.021 -6.740 0.01
H -4.02234 1.88267 1.41800 -0.447 0.084 -0.395 0.14
H -2.62960 0.95233 1.62692 -2.866 1.611 -1.270 0.01
H -4.25159 -0.09660 2.92093 -0.428 0.168 0.072 0.13
H -3.69983 -1.15361 1.68304 -0.003 0.028 -0.006 0.10
H -5.55397 -0.40439 0.38377 -0.187 -0.457 -0.545 0.09
H -6.22417 1.29863 1.44372 -0.438 0.621 -0.413 0.11
H -6.56807 0.61789 2.88665 0.090 -1.122 0.492 0.12
H -8.57668 0.96525 1.90101 -0.254 0.124 -0.091 0.11
H -8.43509 -0.75523 1.78246 -0.198 -0.429 -0.725 0.12
H -8.25991 -0.42377 -1.82877 0.231 0.069 -0.033 0.09
H -9.23713 -1.24643 -0.67478 -0.087 -0.184 0.451 0.08
H -7.43805 -1.37914 -0.56995 -0.119 -0.363 -0.100 0.08
C 3.13391 -3.21393 0.20963 1.520 -2.240 0.157 -0.09
O 2.14191 -2.53240 -0.52115 9.272 2.575 -0.626 -0.23
C 2.65386 -1.76937 -1.55889 -0.273 2.298 -0.921 -0.04
C 1.82758 -0.42611 -1.55925 -1.530 -3.534 -18.455 -0.20
N 0.35874 -0.65886 -1.57684 8.142 -9.386 -12.872 0.09
C -0.33404 -0.22111 -2.83530 4.746 -10.267 -3.605 -0.14
C 0.00603 -1.16453 -4.00212 0.131 -0.885 1.472 -0.13
O -0.33121 -2.48008 -3.55611 0.011 0.833 -0.921 -0.22
C -0.09322 -3.46707 -4.50208 -0.284 -1.217 -0.141 -0.10
H 2.61688 -3.68487 1.04569 0.140 -0.765 -0.436 0.13
H 3.88146 -2.58448 0.69239 0.205 0.334 -0.390 0.12
H 3.73166 -3.93546 -0.34731 -0.486 -0.200 -0.581 0.11
H 2.55287 -2.28808 -2.51222 -0.127 -0.061 -0.152 0.14
H 3.70070 -1.48475 -1.45291 0.284 -0.173 0.291 0.15
H 2.16857 0.15461 -2.41633 -0.679 -1.353 -1.537 0.11
H 2.06971 0.21098 -0.70860 0.619 12.248 -8.099 -0.07
H 0.33441 -1.66782 -1.53786 -0.584 0.401 -0.495 0.10
H -0.10363 0.80897 -3.10722 8.139 -6.218 -0.876 0.07
H -1.41529 -0.27677 -2.70914 0.997 -2.212 -0.477 0.14
H 1.07245 -1.17448 -4.22742 0.202 0.305 -0.290 0.12
H -0.57840 -0.86032 -4.87045 -0.076 -0.087 -0.267 0.13
H 0.92610 -3.42999 -4.88642 0.124 -0.040 -0.108 0.10
H -0.81750 -3.49263 -5.31625 -0.025 0.582 -0.350 0.09
H -0.27092 -4.42067 -4.00492 0.412 -0.031 -0.011 0.07
C 3.20490 1.75060 -1.56032 2.423 0.997 -0.121 -0.08
O 2.62386 2.70344 -0.71629 0.676 0.269 -0.176 -0.08
C 1.30042 2.46710 -0.31596 -0.401 6.239 -0.380 -0.21
C 0.76573 3.75801 0.31876 0.830 0.989 -2.434 -0.20
N 0.91531 4.87696 -0.59535 -0.255 0.007 0.377 -0.02
C 0.57927 6.16324 0.01887 -0.319 -0.656 -0.679 -0.20
C 0.62628 7.30235 -0.98237 1.552 0.551 1.273 -0.20
O 1.98624 7.46731 -1.42150 -0.040 -1.489 0.113 -0.20
C 2.15547 8.55012 -2.25968 0.062 1.144 -0.098 -0.15
H 3.32959 0.74236 -1.16535 0.633 0.810 0.135 0.09
H 4.24307 2.05619 -1.69037 0.028 0.490 -0.149 0.11
H 2.76333 1.69833 -2.55551 -0.261 0.242 0.035 0.11
H 1.36012 1.70295 0.45903 -4.446 7.125 2.431 0.06
H 0.66456 2.11235 -1.12709 1.180 0.531 0.114 0.14
H 1.30428 3.92008 1.25247 0.042 0.130 0.348 0.15
H -0.27526 3.51122 0.52740 -0.343 1.783 -0.925 0.11
H 1.87982 4.83653 -0.89229 0.173 0.470 -0.233 0.11
H 1.14250 6.43330 0.91214 0.835 -0.028 -0.048 0.12
H -0.41467 6.08106 0.45867 -0.452 0.007 -0.457 0.12
H 0.50090 8.17173 -0.33696 -1.000 0.536 -0.354 0.12
H -0.05859 7.23875 -1.82795 -0.106 -0.082 0.086 0.13
H 3.19490 8.71065 -2.54588 0.091 -0.744 -0.118 0.09
H 1.94231 9.48062 -1.73352 -0.527 0.309 0.132 0.08
H 1.51971 8.48781 -3.14287 -0.013 0.029 -0.233 0.09
C 6.94680 0.12255 5.41510 -1.036 0.215 0.466 -0.09
O 5.77773 -0.41690 4.74404 1.297 -0.423 0.046 -0.19
C 5.77266 -1.83971 4.55566 -1.877 -0.833 0.974 -0.20
C 4.27299 -2.34884 4.53602 0.471 1.228 -1.075 -0.20
N 3.61952 -1.83537 3.35833 -0.495 -0.041 -1.285 -0.08
C 2.15126 -2.02617 3.17104 1.484 1.492 -0.048 -0.13
C 1.87335 -1.54736 1.73525 -0.646 -2.237 1.842 -0.24
O 2.00460 -0.18135 1.60046 0.331 1.446 2.256 -0.05
C 1.55312 0.15575 0.29162 2.522 -5.212 13.818 -0.19
H 6.74062 1.16040 5.67677 -0.382 0.090 -0.406 0.08
H 7.89854 0.15274 4.88465 -0.169 -0.579 -0.484 0.08
H 7.07409 -0.32809 6.39938 0.148 -0.562 -0.079 0.08
H 6.18103 -2.39886 5.39749 0.523 0.421 0.392 0.10
H 6.28365 -2.22261 3.67227 0.076 0.558 -0.348 0.11
H 3.72961 -2.00596 5.41651 0.282 -0.171 0.639 0.11
H 4.20616 -3.43041 4.41829 0.403 -0.192 0.573 0.11
H 3.80670 -0.85636 3.19524 0.156 0.126 0.230 0.10
H 1.62713 -1.35748 3.85386 -0.469 -0.180 0.378 0.11
H 1.89471 -3.06584 3.37439 -0.171 -0.009 -0.281 0.12
H 0.87953 -1.88272 1.43867 -0.145 -0.045 0.282 0.12
H 2.55091 -2.14558 1.12603 -1.296 3.160 2.495 0.02
H 2.14071 -0.35306 -0.47254 2.957 -12.350 11.577 -0.03
H 1.78865 1.20015 0.08702 4.024 -6.238 -1.926 0.03
H 0.48917 -0.01884 0.13150 4.490 0.230 3.498 0.04
O -0.37457 0.70755 -0.48385 -7.050 13.741 2.272 -0.24
H -0.79032 1.19335 -1.19615 1.054 -0.806 0.998 0.00
H 0.07427 -0.01787 -0.91808 -0.830 -0.415 0.214 -0.29
C -0.44752 1.93094 3.30922 0.405 1.022 0.969 -0.02
C -0.22883 1.80717 1.83273 0.617 -0.602 0.557 -0.30
O -1.40378 1.49615 1.17256 0.330 4.514 2.786 -0.14
H 0.45700 2.14859 3.87717 0.570 0.118 -0.472 0.08
H -0.81132 1.07956 3.88447 -0.626 -0.014 -0.538 0.08
H -1.03146 2.83972 3.45488 -0.607 -0.211 0.367 0.08
H 0.50884 1.03445 1.61630 -0.446 0.323 0.925 0.10
H 0.08140 2.73815 1.35823 -0.082 -2.129 3.227 0.03
H -1.19329 1.34216 0.24867 0.243 0.148 0.546 -0.02
C -2.95805 2.71740 -1.92834 1.012 1.220 -0.276 -0.02
C -1.43113 2.59094 -2.01573 -2.376 3.270 -0.281 -0.18
O -1.09500 1.29049 -2.50101 -8.365 14.225 1.737 -0.20
H -3.31292 2.24144 -1.01421 0.030 0.624 -0.884 0.04
H -3.35407 2.21480 -2.81075 -0.420 0.308 -0.021 0.09
H -3.21194 3.77601 -1.87360 -0.193 0.069 -0.424 0.09
H -0.96921 2.80609 -1.05217 -0.253 -0.187 -0.273 0.10
H -0.99809 3.33752 -2.68146 0.012 0.018 -0.130 0.14
H -0.74244 1.34845 -3.39204 -3.757 3.521 -1.500 0.13